No. 1
{
  "formula": "C46H52Cl5N2O4P2Si4TcTe",
  "method": "wB97M-V/def2-TZVPD",
  "de_lowest_kcal_mol": 24.9,
  "e_homo_ev": [-9.6, -10.4],
  "mol_weight_da": 1274.089,
  "fmax_ev_per_a": 0.6,
  "total_charge": 1,
  "e_tot_ha": -6684.8776,
  "e_lumo_ev": [-3.0, -4.4],
  "multiplicity": 4,
  "symbols": ["H", "C", "H", "C", "C", "C", "H", "C", "Si", "H", "H", "N", "H", "C", "H", "C", "H", "H", "H", "C", "H", "C", "C", "C", "O", "Cl", "C", "C", "H", "C", "H", "C", "P", "H", "Cl", "H", "H", "Si", "H", "C", "C", "C", "H", "H", "H", "H", "C", "C", "H", "C", "H", "H", "C", "C", "H", "H", "C", "H", "Cl", "C", "H", "C", "H", "O", "C", "Cl", "C", "O", "H", "C", "C", "H", "H", "Si", "C", "O", "C", "C", "H", "C", "H", "H", "H", "C", "Tc", "H", "H", "C", "C", "C", "Si", "C", "Te", "H", "Cl", "C", "H", "H", "C", "H", "C", "C", "H", "P", "H", "C", "H", "H", "H", "C", "H", "N", "H", "H", "H", "H", "C"],
  "positions_angstrom": [[1.497, 1.965, 4.793], [-2.260, 4.177, -1.928], [3.275, -2.383, -5.368], [-0.685, 0.859, -4.265], [0.819, -2.757, 2.288], [-4.624, -0.598, 3.959], [-4.595, 4.766, 1.447], [2.408, 1.387, 4.730], [1.157, 1.226, -4.298], [-1.121, 1.130, -3.303], [0.793, 3.598, -3.584], [0.074, 1.095, 2.863], [-1.201, 1.428, -5.041], [2.977, -3.220, -1.469], [4.166, -0.316, 0.426], [-3.505, 1.855, -1.256], [-3.568, -4.206, -4.470], [5.749, 0.406, 0.151], [0.491, 2.020, 2.900], [-2.729, -3.100, -0.849], [5.634, -0.730, 4.643], [-1.549, 3.151, -1.311], [1.969, 0.501, -5.837], [3.713, -0.396, 3.769], [-1.933, -1.723, 0.927], [-1.484, 5.654, -2.330], [-0.927, 3.940, 2.301], [-3.718, -0.200, 2.986], [-3.492, -5.056, -0.294], [-3.293, 0.488, 5.639], [5.666, 0.150, -3.585], [-2.779, -2.643, -3.250], [1.295, -0.065, 2.555], [6.423, 1.492, -2.739], [0.100, 3.478, -0.914], [-0.852, -5.064, 4.106], [-1.526, 1.475, 4.947], [2.416, -2.310, -3.017], [3.828, -1.193, 3.043], [-4.408, -0.262, 5.285], [-3.155, 3.223, 1.772], [2.541, 0.359, 3.800], [5.397, 1.100, 6.287], [3.580, 3.399, -1.779], [-0.627, 6.056, 2.387], [1.708, -0.546, -5.978], [0.312, -3.993, 2.662], [-2.393, 0.889, 4.669], [5.133, 1.801, -3.895], [-3.322, -3.873, -3.473], [3.330, 2.448, 6.342], [1.387, -2.658, 1.372], [-2.592, 0.531, 3.336], [-0.163, -1.758, 4.249], [2.894, -4.296, -1.628], [-2.576, -1.963, -4.065], [-1.341, 5.263, 2.219], [-2.653, -3.548, 1.256], [-4.309, 0.409, -0.652], [-2.655, 5.564, 1.905], [-3.875, 2.428, 1.604], [-3.619, 4.022, -2.213], [3.993, -3.647, -4.379], [-4.356, -6.771, -1.681], [4.732, -0.136, 4.667], [-5.945, 2.629, -2.122], [4.918, -0.104, -0.338], [-4.377, -6.352, -3.798], [4.575, -1.995, -4.252], [3.841, 2.679, -1.005], [-2.461, -2.206, -1.933], [0.510, -4.865, 2.052], [0.121, 3.760, 2.506], [2.238, 0.015, -2.557], [0.720, -2.941, -3.523], [-1.938, -1.045, -1.782], [-1.829, 2.911, 2.073], [1.466, 3.079, -4.267], [5.287, -1.055, -0.718], [-3.566, 4.539, 1.684], [-0.886, -0.198, -4.429], [0.727, -4.024, -3.650], [2.357, -2.956, -0.615], [-0.691, -2.986, 4.606], [-1.644, 0.073, -0.104], [2.488, 3.330, -3.987], [-2.971, 6.596, 1.832], [3.439, 1.652, 5.619], [0.581, -1.639, 3.078], [-4.266, 2.842, -1.855], [4.229, 0.980, -1.714], [3.681, -2.601, -4.383], [0.893, 0.075, -0.349], [-1.277, -3.077, 5.510], [-4.500, 5.282, -2.965], [-2.146, 1.928, -0.988], [3.008, 2.626, -0.304], [1.637, 1.046, -6.722], [5.473, 1.115, -3.119], [4.013, -3.000, -1.217], [-3.288, -4.371, -1.106], [-3.572, -4.735, -2.388], [-0.329, -0.896, 4.876], [-1.445, 1.136, 2.065], [-0.017, -2.690, -2.759], [-0.451, -4.102, 3.814], [-3.897, -0.463, 1.953], [-5.498, -1.169, 3.679], [-3.130, 0.764, 6.672], [-2.430, -2.784, 0.502], [4.706, 3.067, -0.465], [-4.148, -6.058, -2.643], [1.296, 3.473, -5.270], [3.056, 0.573, -5.797], [0.390, -2.498, -4.463], [-5.114, -0.572, 6.044], [4.597, 0.893, 5.590]],
  "mulliken_spin": [0.006, -0.023, 0.000, 0.015, 0.069, -0.001, 0.000, 0.019, 0.017, -0.001, -0.002, 0.051, 0.000, 0.010, 0.004, -0.035, 0.000, 0.000, -0.003, -0.013, 0.000, 0.004, 0.019, 0.053, 0.053, -0.002, -0.001, 0.004, 0.000, 0.000, 0.000, -0.001, 0.266, -0.001, 0.013, 0.000, 0.000, 0.015, 0.010, 0.000, 0.012, 0.034, 0.001, 0.002, 0.000, -0.001, 0.006, 0.003, 0.000, -0.003, 0.000, -0.030, -0.003, -0.005, 0.001, 0.000, 0.004, -0.003, 0.001, 0.000, -0.005, 0.038, 0.001, 0.000, -0.005, -0.003, 0.003, 0.001, -0.001, 0.017, 0.039, 0.000, 0.002, 0.150, 0.002, 0.116, 0.003, 0.004, 0.001, 0.001, -0.001, 0.000, 0.001, 0.004, 1.929, 0.000, 0.000, -0.007, -0.003, -0.024, 0.024, 0.006, 0.278, 0.000, 0.007, -0.056, -0.005, 0.003, -0.001, 0.002, -0.002, 0.002, 0.001, -0.094, 0.003, -0.002, -0.008, 0.000, 0.000, -0.005, 0.001, 0.000, 0.001, -0.002, 0.001, 0.000, 0.019]
}



No. 2
{
  "formula": "C40H70BaN4SbSi3",
  "method": "wB97M-V/def2-TZVPD",
  "e_homo_ev": -9.8,
  "mol_weight_da": 950.374,
  "fmax_ev_per_a": 2.6,
  "total_charge": 1,
  "e_tot_ha": -2919.3612,
  "e_lumo_ev": -2.7,
  "symbols": ["H", "C", "H", "H", "C", "N", "H", "H", "H", "H", "H", "H", "H", "H", "H", "H", "H", "C", "C", "H", "H", "H", "H", "C", "C", "H", "H", "C", "H", "H", "C", "H", "H", "H", "H", "Si", "C", "Sb", "C", "C", "H", "C", "H", "H", "N", "H", "C", "C", "C", "H", "H", "C", "H", "H", "H", "Si", "H", "H", "H", "H", "C", "C", "H", "C", "H", "N", "C", "C", "H", "H", "H", "C", "C", "H", "C", "H", "C", "H", "H", "H", "C", "C", "C", "C", "H", "C", "H", "H", "H", "C", "H", "H", "H", "C", "H", "H", "N", "H", "H", "Si", "C", "H", "C", "H", "C", "C", "H", "H", "H", "H", "C", "H", "H", "C", "Ba", "H", "H", "C", "C"],
  "positions_angstrom": [[-2.715, 4.421, 4.538], [-1.418, 0.599, -4.193], [-3.123, -1.419, -1.927], [-3.111, 2.697, 4.444], [-0.617, 1.693, 4.859], [-2.776, -0.167, 0.666], [-0.894, 2.086, 6.943], [2.983, -4.588, 1.431], [3.743, -5.811, -1.513], [3.136, -2.021, -4.681], [2.287, -5.018, -5.677], [-0.530, -0.245, 7.646], [-1.092, 0.106, -2.163], [-3.369, 5.632, 1.580], [-1.768, 2.649, 1.075], [-0.728, -0.161, -4.567], [1.294, 3.412, -0.920], [0.884, -2.912, 3.798], [1.929, 2.233, 2.755], [-0.411, -4.092, -5.870], [-2.559, 3.397, 5.964], [1.868, -1.885, -5.898], [-0.123, -1.977, 5.965], [-0.976, 3.126, 4.490], [-5.084, 2.305, -2.373], [-2.029, -1.495, 2.596], [-2.374, -3.874, -0.655], [-0.321, 0.705, 3.895], [-4.528, 0.536, -3.427], [-1.010, -2.679, -5.003], [2.055, -1.957, -4.823], [-4.279, 6.055, -1.267], [-0.618, -6.534, 1.140], [-0.059, -4.904, 1.527], [-6.104, 2.289, -2.734], [3.384, -3.451, -0.760], [-2.942, 4.626, -0.292], [0.983, -3.169, -1.585], [-0.517, -3.643, -4.878], [-0.168, -0.639, 4.291], [4.664, -4.682, -2.512], [0.097, -6.734, -2.049], [-1.869, -2.760, 3.817], [1.765, -5.917, -4.257], [-0.252, 1.075, 2.531], [-2.411, -4.742, -2.184], [-4.653, 3.328, -1.553], [-3.212, 5.891, -1.114], [1.490, 3.052, 0.082], [-1.347, -3.080, 2.155], [-0.303, 5.158, 4.836], [-3.348, 3.380, -1.069], [1.008, 3.974, 4.809], [-4.547, -1.164, 0.529], [-0.055, 4.086, 6.212], [1.196, -3.477, -4.130], [-0.911, 3.239, 3.408], [5.221, -5.076, -0.890], [0.437, -1.398, 2.370], [1.111, -3.609, 2.991], [4.330, -4.892, -1.496], [2.754, 3.059, 0.620], [1.172, -6.892, -2.147], [-0.014, -1.782, 3.297], [-0.331, -7.639, -1.610], [-1.145, 2.266, -0.906], [-3.647, 4.712, 1.064], [0.407, 2.606, 0.878], [0.388, -3.487, 4.581], [3.584, 3.431, 0.034], [-3.348, -1.239, -3.677], [-2.426, 3.426, 4.881], [-2.883, 1.307, -2.299], [-2.988, 0.448, -0.115], [2.216, -4.981, -4.586], [3.933, 2.812, 2.401], [-0.965, 2.558, 0.343], [1.711, -1.029, -4.363], [2.100, 1.930, 3.780], [-5.342, 4.122, -1.293], [-0.676, 1.330, 6.199], [3.340, -3.609, 1.107], [-1.963, 0.203, -2.817], [-2.623, -1.174, -2.864], [-0.897, 1.557, -4.156], [0.645, 2.008, 2.179], [-2.736, 5.833, -2.093], [-2.817, 6.763, -0.592], [3.229, -4.928, -4.190], [-2.128, -4.826, -1.132], [-4.731, 4.715, 0.937], [3.767, -0.969, -0.733], [-1.862, -1.934, -3.051], [-2.474, 2.327, -1.407], [-3.083, 0.318, 1.508], [-2.237, 0.691, -4.908], [-3.555, -1.351, 0.417], [-3.399, 3.873, 1.718], [-2.747, -5.607, -0.684], [-0.315, -5.275, -0.945], [0.065, -5.737, 0.833], [-1.177, -4.290, -4.298], [-0.481, 0.022, 6.599], [-1.867, 4.602, -0.115], [-1.402, -2.316, 2.937], [2.943, 2.708, 1.973], [4.348, -3.473, 1.506], [1.824, -2.534, 4.201], [-3.298, -2.046, 1.106], [-0.323, -6.619, -3.049], [-4.193, 1.317, -2.758], [2.699, -2.855, 1.570], [1.082, -6.118, 0.938], [-0.247, -0.951, 5.644], [0.380, 0.192, 0.112], [5.283, -1.858, -0.809], [4.297, -1.667, -2.262], [4.257, -1.838, -1.184], [-0.023, 4.142, 5.122]],
  "lowdin_charge": [0.077, -0.037, 0.055, 0.081, -0.137, -0.074, 0.114, 0.026, 0.026, 0.025, 0.042, 0.108, 0.032, 0.087, 0.118, 0.064, 0.119, -0.068, -0.011, 0.042, 0.079, 0.040, 0.108, -0.373, -0.049, 0.047, 0.004, -0.178, 0.115, 0.013, -0.227, 0.077, 0.042, -0.004, 0.111, 0.262, -0.378, 0.769, -0.215, -0.136, 0.020, -0.220, 0.100, 0.016, -0.057, 0.022, -0.030, -0.056, -0.114, 0.070, 0.084, -0.126, 0.069, 0.087, 0.079, 0.284, 0.106, 0.038, 0.052, 0.046, -0.215, -0.091, 0.020, -0.376, 0.039, 0.011, -0.051, -0.407, 0.083, 0.107, 0.086, -0.059, -0.160, 0.034, -0.207, 0.116, -0.268, 0.012, 0.126, 0.115, -0.034, -0.225, -0.387, -0.067, 0.088, -0.434, 0.089, 0.084, 0.010, -0.224, 0.084, 0.007, 0.040, -0.183, 0.081, 0.092, -0.043, 0.061, 0.039, 0.276, -0.215, 0.015, -0.061, 0.115, -0.049, -0.061, 0.044, 0.096, 0.042, 0.027, -0.029, 0.003, 0.028, -0.037, 1.761, 0.041, 0.023, -0.227, -0.049]
}



No. 3
{
  "formula": "C32H55NO2P2RuS",
  "method": "wB97M-V/def2-TZVPD",
  "de_lowest_kcal_mol": 0.0,
  "e_homo_ev": [-17.5, -19.0],
  "mol_weight_da": 680.882,
  "fmax_ev_per_a": 6.8,
  "total_charge": 4,
  "e_tot_ha": -2631.7268,
  "e_lumo_ev": [-11.5, -15.9],
  "multiplicity": 5,
  "symbols": ["H", "H", "C", "H", "C", "H", "H", "C", "H", "H", "C", "H", "H", "H", "H", "C", "H", "H", "H", "C", "H", "H", "C", "H", "H", "H", "H", "H", "Ru", "P", "H", "C", "C", "H", "P", "H", "H", "C", "H", "C", "C", "C", "O", "H", "H", "H", "H", "C", "H", "C", "C", "H", "C", "H", "H", "H", "S", "H", "H", "H", "H", "H", "H", "C", "H", "N", "H", "C", "H", "H", "C", "H", "H", "C", "H", "C", "C", "C", "C", "C", "C", "H", "C", "H", "C", "H", "O", "C", "C", "H", "C", "H", "H", "H"],
  "positions_angstrom": [[6.886, 0.678, -0.002], [-2.703, 0.297, 3.119], [4.551, 2.540, -1.664], [-1.894, -0.242, -4.290], [3.042, 1.807, 3.597], [5.554, 4.721, 0.765], [-0.698, 1.950, 5.751], [2.987, 6.299, -3.617], [-2.835, -1.634, -3.045], [2.000, 4.951, 1.063], [0.569, 3.815, 2.248], [1.342, 3.520, 0.240], [3.306, 1.281, 2.664], [2.090, -2.006, -4.059], [-2.780, -3.320, -4.862], [-1.873, 0.414, 0.262], [-1.555, 4.343, 2.380], [2.599, 3.335, 1.479], [-0.565, 0.383, -5.271], [0.003, -1.364, -4.176], [3.623, 7.178, -3.723], [3.708, 1.442, 4.395], [-0.728, 4.387, 1.659], [1.710, -0.593, -3.026], [1.727, -0.607, 3.365], [0.510, -0.342, 4.651], [-1.026, -0.123, 2.689], [-0.555, 0.651, -3.514], [-0.250, 0.892, 0.996], [-0.642, -2.485, -2.902], [-0.123, -3.522, -0.164], [6.306, 2.702, 0.518], [-2.921, -2.987, -1.373], [-2.652, -4.638, -3.664], [0.320, 2.088, 2.838], [-0.304, 5.389, -3.530], [-0.525, -1.568, -1.859], [0.867, -4.818, -3.271], [2.243, -0.293, 5.039], [1.500, -1.089, -3.988], [-1.663, 0.390, 3.464], [5.383, 1.448, -1.335], [1.699, -1.346, 0.498], [-0.032, -5.401, -3.510], [-0.860, -4.902, -1.021], [-1.566, -0.168, 4.400], [-0.549, 5.441, 1.410], [0.541, -3.740, -2.244], [-2.015, 2.457, 3.022], [1.601, 1.475, 4.022], [3.574, 5.036, -3.504], [3.208, 2.886, 3.478], [1.705, 3.904, 1.208], [-1.012, 3.830, 0.749], [1.212, 1.718, -1.003], [-4.125, -3.644, -3.758], [3.455, 2.327, -3.024], [-1.392, 3.471, 5.122], [1.462, -3.157, -2.049], [3.983, 4.552, -1.142], [1.384, 2.005, 4.967], [5.330, 0.555, -1.954], [-3.968, -2.688, -1.230], [4.614, 3.704, -0.886], [1.624, -5.502, -2.862], [0.232, 1.854, -0.738], [-2.341, -2.459, -0.608], [0.059, -4.314, -0.903], [-0.127, -1.955, -5.098], [-2.851, -4.064, -1.180], [-0.810, -0.071, -4.304], [1.140, 7.417, -3.652], [-0.292, 2.147, -1.591], [6.252, 1.531, -0.250], [1.281, -4.412, -4.199], [2.759, 3.916, -3.291], [5.501, 3.793, 0.189], [-1.326, 1.873, 3.646], [-2.472, -2.649, -2.803], [0.781, 5.294, -3.495], [1.494, -0.037, 4.277], [-2.449, 2.094, 5.460], [-3.030, -3.621, -3.837], [6.992, 2.767, 1.362], [1.358, 4.031, -3.370], [0.864, 4.390, 3.140], [-2.858, 0.107, -0.283], [0.953, -0.466, 0.740], [1.596, 6.428, -3.581], [0.757, 3.123, -3.310], [-1.454, 2.379, 5.083], [0.824, -4.974, -0.474], [4.651, 4.904, -3.550], [1.848, -0.412, -4.781]],
  "mulliken_spin": [0.007, -0.005, 0.289, 0.000, 0.001, 0.004, -0.002, 0.218, 0.000, 0.005, -0.087, 0.047, 0.005, 0.001, 0.000, 0.062, 0.000, 0.003, 0.000, 0.000, 0.005, 0.000, 0.037, -0.002, -0.004, 0.001, 0.018, 0.005, 1.225, 0.000, 0.001, 0.214, -0.003, 0.000, 0.130, 0.006, -0.003, 0.000, 0.000, 0.002, -0.018, 0.046, 0.038, 0.000, 0.000, -0.001, 0.001, -0.001, 0.024, 0.033, -0.001, 0.000, -0.034, 0.010, -0.001, 0.000, 0.263, -0.001, 0.000, -0.007, -0.003, -0.003, 0.000, 0.049, 0.000, 0.302, 0.003, 0.001, 0.000, 0.000, -0.008, -0.007, 0.010, 0.086, 0.000, 0.265, 0.122, 0.047, 0.000, 0.126, 0.009, 0.000, 0.000, -0.007, 0.056, 0.018, 0.094, 0.025, 0.233, 0.026, 0.025, 0.000, 0.000, 0.000]
}